Record 1
ORCA calculation (wB97M-V/def2-TZVPD) on a cluster of 2 separate species, C6H7ClNO2P in total at a distorted geometry.

Last column: Mulliken charge in e.
Cartesian coordinates (Å):
O (0.33017, -2.25266, 2.01571)  -0.518
C (-0.59626, 2.32540, -0.56989)  -0.586
C (-1.43837, 1.32271, -0.08275)  -0.526
P (1.19410, -1.50632, 1.16919)  0.588
N (-0.82182, -2.62632, -1.34675)  -0.093
C (0.50812, 0.13554, 0.60355)  0.838
Cl (2.99089, -1.20480, 2.05220)  -0.263
C (-0.91259, 0.15833, 0.48008)  -0.663
C (1.35875, 1.12156, 0.21265)  -0.547
O (0.31084, -2.18535, -1.69468)  -0.367
H (1.37647, 3.08790, -0.49643)  0.366
H (2.45372, 1.23531, 0.26597)  0.282
H (-2.50732, 1.24788, -0.17895)  0.359
H (-1.08799, -3.58371, -1.02152)  0.268
C (0.77512, 2.22362, -0.30567)  -0.361
H (-1.04307, 3.19699, -0.98772)  0.385
H (-1.48463, -1.96972, -1.06740)  0.233
H (-1.40613, -0.72633, 0.95242)  0.606

Cartesian forces, eV/Å:
-2.89 -2.21 2.29
-0.06 -0.94 1.41
-0.19 -1.67 -0.17
1.99 2.48 -2.83
-0.45 -1.59 0.10
-0.38 -2.86 0.97
0.45 0.38 0.09
2.40 0.22 0.73
1.04 0.74 -0.07
0.43 -0.68 0.17
0.34 0.32 -0.40
-0.60 -1.08 0.47
-0.36 0.93 -0.30
1.35 0.62 -0.61
-1.58 2.03 -1.19
-0.01 0.56 -0.34
-1.33 1.60 0.39
-0.15 1.17 -0.70

**DFT total energy**: -1239.51482 Ha
**HOMO level (spin up / spin down)**: -8.21 / -9.09 eV
**LUMO level (spin up / spin down)**: 0.22 / -1.22 eV
**Energy relative to the best compared isomer or geometry (same formula, charge and spin)**: 234.47 kJ/mol


Record 2
ORCA calculation (wB97M-V/def2-TZVPD) on the ion C6H7ClNOS with charge +1 at a distorted geometry.

Last column: Mulliken charge in e.
Cartesian coordinates (Å):
H (2.51935, -0.26961, 0.45937)  0.343
C (-1.89269, -0.16480, -0.05390)  0.375
C (-0.41753, -0.25625, -2.01930)  -0.345
H (1.45864, -1.37989, 0.98660)  0.281
C (-0.62536, 0.36520, 0.83140)  0.021
H (-2.49849, -0.77032, -1.92924)  0.485
C (0.73085, 0.36066, 0.17571)  0.147
C (-1.79134, -0.29298, -1.38216)  -0.682
O (0.56937, 1.06268, 2.83033)  -0.651
H (1.45091, 0.10780, 1.97863)  0.514
S (-0.88748, 0.80666, 2.38917)  0.447
H (-0.52067, -0.36750, -3.11482)  0.356
H (1.63624, 0.23284, -1.95066)  0.299
C (0.69437, 0.02801, -1.33877)  -0.520
H (1.17065, 1.35026, 0.28054)  0.348
N (1.73837, -0.48053, 1.01310)  -0.258
Cl (-3.33519, -0.33221, 0.84400)  -0.161

Cartesian forces, eV/Å:
2.27 -0.22 0.10
2.31 1.87 1.48
-1.84 0.71 0.29
-0.74 -4.03 0.07
-3.66 -1.49 -1.91
-2.51 -0.78 -1.55
-0.73 -0.21 -1.12
4.03 -0.28 2.11
-0.89 -0.40 0.08
1.07 -0.73 -0.56
2.56 -0.18 -1.16
0.87 0.05 0.73
-1.15 -0.52 1.19
1.28 0.44 -0.45
-0.14 0.36 0.04
-2.66 5.47 0.67
-0.07 -0.07 -0.02

**DFT total energy**: -1220.84330 Ha
**HOMO level**: -13.10 eV
**LUMO level**: -5.64 eV
**Net charge**: +1
**Energy relative to the best compared isomer or geometry (same formula, charge and spin)**: 66.27 kJ/mol


Record 3
ORCA calculation (wB97M-V/def2-TZVPD) on the molecule C6H7ClO at a distorted geometry.

Last column: Mulliken charge in e.
Cartesian coordinates (Å):
O (-2.00233, -1.50009, 1.80747)  -0.441
H (-1.85270, 0.94415, -0.47508)  0.406
Cl (-1.83041, -1.02942, -1.90116)  -0.206
C (-1.05140, -1.33155, 1.09724)  0.304
H (-0.03010, 2.33573, -0.64184)  0.450
H (1.74669, 1.62587, -0.26476)  0.306
H (0.98974, -2.26465, 1.55933)  0.372
C (0.60546, 1.65304, -0.11288)  -1.252
C (0.36254, -1.57852, 0.92387)  -0.402
H (0.58439, 0.28290, -1.83690)  0.411
C (0.25494, 0.32697, -0.79879)  0.303
C (-1.21505, 0.09594, -0.67894)  -0.552
H (0.43820, 1.50776, 0.94955)  0.315
H (2.07066, -0.41426, 0.24137)  0.220
C (0.92936, -0.65386, 0.13150)  -0.233

Cartesian forces, eV/Å:
2.63 -0.22 -1.31
-0.23 -0.08 -0.16
-0.20 0.38 -0.05
-3.10 1.93 -1.14
0.43 1.31 0.28
-1.65 1.42 0.19
-1.00 0.87 -0.54
2.15 -1.71 -0.98
0.71 0.12 0.62
0.40 -0.11 0.11
-1.15 -0.64 1.75
0.28 -2.75 2.04
-0.38 0.64 0.09
-1.94 -1.13 -0.38
3.04 -0.04 -0.52

**DFT total energy**: -768.13128 Ha
**HOMO level**: -7.92 eV
**LUMO level**: -0.07 eV
**Energy relative to the best compared isomer or geometry (same formula, charge and spin)**: 348.94 kJ/mol


Record 4
ORCA calculation (wB97M-V/def2-TZVPD) on the molecule C6H7ClO at a distorted geometry.

Last column: Mulliken charge in e.
Cartesian coordinates (Å):
H (2.74018, -0.22323, -0.87524)  0.302
C (0.98291, -1.14664, -0.04334)  -0.096
Cl (1.10184, 2.20088, 0.01666)  -0.189
H (-2.97770, 0.13860, 0.89491)  0.244
C (-0.22486, 1.13795, -0.04425)  0.302
O (-1.34474, -0.87966, 0.07864)  -0.424
H (0.65306, -2.16753, -0.08056)  0.386
C (-2.32454, 0.17025, -0.00936)  -0.322
H (-2.07135, 2.39088, 0.05360)  0.418
H (2.73680, -0.23427, 0.87822)  0.324
H (-2.98478, -0.00250, -0.88796)  0.239
C (-1.54922, 1.45157, -0.04568)  -0.403
H (2.96086, -1.73770, 0.10120)  0.319
C (2.40667, -0.80402, 0.00130)  -1.239
C (-0.10511, -0.29456, -0.03815)  0.138

Cartesian forces, eV/Å:
0.05 -0.43 0.22
-3.05 2.01 0.01
0.13 0.18 -0.06
0.39 -0.10 -0.50
-2.34 0.84 0.09
-0.44 1.06 -0.44
0.23 -0.47 0.13
-0.66 -0.27 0.34
0.39 0.21 -0.21
-0.42 0.12 -0.05
0.43 0.16 0.34
1.12 -0.66 0.18
0.23 0.08 -0.45
1.26 0.18 0.04
2.68 -2.90 0.36

**DFT total energy**: -768.20247 Ha
**HOMO level**: -7.81 eV
**LUMO level**: 0.74 eV
**Energy relative to the best compared isomer or geometry (same formula, charge and spin)**: 162.03 kJ/mol


> What is the energy relative to the best compared isomer or geometry (same formula, charge and spin) in the third record?

348.94 kJ/mol


Copy entry 3 word for word.
ORCA calculation (wB97M-V/def2-TZVPD) on the molecule C6H7ClO at a distorted geometry.

Last column: Mulliken charge in e.
Cartesian coordinates (Å):
O (-2.00233, -1.50009, 1.80747)  -0.441
H (-1.85270, 0.94415, -0.47508)  0.406
Cl (-1.83041, -1.02942, -1.90116)  -0.206
C (-1.05140, -1.33155, 1.09724)  0.304
H (-0.03010, 2.33573, -0.64184)  0.450
H (1.74669, 1.62587, -0.26476)  0.306
H (0.98974, -2.26465, 1.55933)  0.372
C (0.60546, 1.65304, -0.11288)  -1.252
C (0.36254, -1.57852, 0.92387)  -0.402
H (0.58439, 0.28290, -1.83690)  0.411
C (0.25494, 0.32697, -0.79879)  0.303
C (-1.21505, 0.09594, -0.67894)  -0.552
H (0.43820, 1.50776, 0.94955)  0.315
H (2.07066, -0.41426, 0.24137)  0.220
C (0.92936, -0.65386, 0.13150)  -0.233

Cartesian forces, eV/Å:
2.63 -0.22 -1.31
-0.23 -0.08 -0.16
-0.20 0.38 -0.05
-3.10 1.93 -1.14
0.43 1.31 0.28
-1.65 1.42 0.19
-1.00 0.87 -0.54
2.15 -1.71 -0.98
0.71 0.12 0.62
0.40 -0.11 0.11
-1.15 -0.64 1.75
0.28 -2.75 2.04
-0.38 0.64 0.09
-1.94 -1.13 -0.38
3.04 -0.04 -0.52

**DFT total energy**: -768.13128 Ha
**HOMO level**: -7.92 eV
**LUMO level**: -0.07 eV
**Energy relative to the best compared isomer or geometry (same formula, charge and spin)**: 348.94 kJ/mol


> Among the records above, which one has the highest energy relative to the best compared isomer or geometry (same formula, charge and spin)?

number 3